one | The molecule C5H8, computed with the ωB97M-V functional and the def2-TZVPD basis.

Calculated values
- SMILES string: C=C/C=C/C
- LUMO: 1.2532 eV
- Net charge: 0
- HOMO-LUMO gap: 10.1 eV

Cartesian coordinates (Å):
C (1.12, 2.04, -0.09)
C (0.23, 1.54, 0.76)
C (-0.50, 0.28, 0.48)
C (0.06, -0.82, 0.01)
C (-0.66, -2.02, -0.50)
H (1.59, 3.00, 0.04)
H (1.37, 1.56, -1.02)
H (-0.09, 2.12, 1.62)
H (-1.57, 0.34, 0.67)
H (1.14, -0.87, -0.07)
H (-1.65, -2.15, -0.05)
H (-0.18, -2.99, -0.28)
H (-0.86, -2.02, -1.57)

two | A cluster of 2 separate species, C5H8 in total, computed with the ωB97M-V functional and the def2-TZVPD basis.

Calculated values
- LUMO (alpha / beta): 0.0155 / 0.3545 eV
- Net charge: 0
- HOMO-LUMO gap (alpha / beta): 8.4 / 8.4 eV

Cartesian coordinates (Å):
C (-1.41, 0.49, -0.81)
C (-1.23, -0.81, 1.37)
C (0.04, -0.57, 0.95)
C (0.83, -0.08, 0.12)
C (2.11, 0.29, -0.50)
H (-1.16, 1.10, 0.03)
H (-2.01, 0.96, -1.60)
H (-1.18, -0.54, -0.95)
H (-1.69, -1.79, 1.21)
H (-1.68, -0.20, 2.15)
H (2.95, -0.05, 0.12)
H (2.21, -0.17, -1.49)
H (2.19, 1.37, -0.62)

Tell me which of them is the least stable. Sure, it is two.

one | The molecule C5H8, computed with the ωB97M-V functional and the def2-TZVPD basis.

Calculated values
- SMILES string: C=CCC=C
- LUMO: 1.2863 eV
- Net charge: 0
- HOMO-LUMO gap: 10.9 eV

Cartesian coordinates (Å):
C (0.71, -0.74, -0.62)
C (1.80, -1.27, -0.07)
C (-0.60, -0.54, 0.08)
C (-1.16, 0.82, -0.21)
C (-1.06, 1.82, 0.65)
H (0.81, -0.65, -1.70)
H (2.70, -1.48, -0.63)
H (1.83, -1.49, 1.00)
H (-1.23, -1.34, -0.33)
H (-0.45, -0.71, 1.14)
H (-1.58, 0.89, -1.19)
H (-1.26, 2.82, 0.30)
H (-0.52, 1.86, 1.58)

two | The molecule C5H8, computed with the ωB97M-V functional and the def2-TZVPD basis.

Calculated values
- SMILES string: C=CCC=C
- LUMO: 1.3112 eV
- Net charge: 0
- HOMO-LUMO gap: 10.9 eV

Cartesian coordinates (Å):
C (-0.63, -2.11, 0.14)
C (-1.03, -0.85, -0.03)
C (-0.36, 0.34, 0.63)
C (0.27, 1.26, -0.39)
C (1.57, 1.48, -0.53)
H (-1.19, -2.90, -0.29)
H (0.17, -2.39, 0.81)
H (-1.84, -0.62, -0.71)
H (0.39, -0.03, 1.34)
H (-1.13, 0.93, 1.20)
H (-0.41, 1.81, -1.05)
H (1.93, 2.16, -1.29)
H (2.27, 0.93, 0.14)

three | The molecule C5H8, computed with the ωB97M-V functional and the def2-TZVPD basis.

Calculated values
- SMILES string: C#CC(C)C
- LUMO: 1.1436 eV
- Net charge: 0
- HOMO-LUMO gap: 11.1 eV

Cartesian coordinates (Å):
C (-0.37, 1.47, -0.29)
C (-0.13, 0.14, 0.45)
C (-1.04, -1.01, -0.04)
C (1.26, -0.32, 0.29)
C (2.34, -0.80, 0.09)
H (0.45, 2.15, -0.07)
H (-0.40, 1.31, -1.37)
H (-1.31, 1.94, 0.02)
H (-0.33, 0.31, 1.52)
H (-2.05, -0.99, 0.38)
H (-0.57, -1.95, 0.24)
H (-1.13, -0.99, -1.13)
H (3.29, -1.26, -0.09)

four | The molecule C5H8, computed with the ωB97M-V functional and the def2-TZVPD basis.

Calculated values
- LUMO: -1.8575 eV
- Net charge: 0
- HOMO-LUMO gap: 5.0 eV

Cartesian coordinates (Å):
C (-0.75, 0.17, 1.48)
C (0.04, -0.22, -0.12)
C (1.19, -1.05, 0.24)
C (0.06, 0.93, -1.32)
C (-1.22, 0.28, -1.24)
H (-0.45, -0.73, 2.08)
H (-1.76, 0.38, 1.24)
H (0.02, 0.93, 1.80)
H (1.19, -2.14, 0.31)
H (2.14, -0.59, 0.46)
H (0.14, 1.88, -0.84)
H (0.89, 0.53, -2.09)
H (-1.50, -0.37, -2.00)

Tell me which of them is the least stable. Sure, it is four.

one | A cluster of 2 separate species, C4H12NPS2 in total, computed with the ωB97M-V functional and the def2-TZVPD basis.

Calculated values
- LUMO (alpha / beta): -0.1568 / -1.5980 eV
- Net charge: 0
- HOMO-LUMO gap (alpha / beta): 8.0 / 4.7 eV

Cartesian coordinates (Å):
C (2.52, -0.02, -0.82)
C (2.86, 0.86, 1.44)
C (-3.22, 1.20, -0.93)
C (-1.89, -1.95, 0.08)
N (1.99, 0.10, 0.54)
P (0.46, -0.32, 1.04)
S (-3.13, 1.05, 0.83)
S (-0.30, -1.42, -0.59)
H (3.55, -0.42, -0.86)
H (1.74, -0.36, -1.45)
H (2.63, 0.91, -1.27)
H (3.47, 0.14, 2.13)
H (3.63, 1.39, 0.98)
H (2.23, 1.43, 2.09)
H (-4.12, 1.83, -1.22)
H (-3.43, 0.11, -1.36)
H (-2.24, 1.63, -1.18)
H (-2.53, -1.08, 0.51)
H (-1.84, -2.59, 0.92)
H (-2.35, -2.50, -0.87)

two | The molecule C4H12NPS2, computed with the ωB97M-V functional and the def2-TZVPD basis.

Calculated values
- SMILES string: CC[P@@](=S)(NC)SC
- LUMO: 0.1669 eV
- Net charge: 0
- HOMO-LUMO gap: 8.8 eV

Cartesian coordinates (Å):
C (2.59, 1.46, -0.47)
C (-2.48, 0.28, 0.76)
C (-0.43, -2.60, -0.41)
C (1.17, 1.07, -0.71)
N (-1.21, 0.36, 0.13)
P (0.25, 0.40, 0.79)
S (0.19, 1.37, 2.40)
S (0.62, -2.05, 0.97)
H (3.09, 1.85, -1.36)
H (2.65, 2.28, 0.40)
H (3.25, 0.56, -0.13)
H (-2.56, -0.51, 1.61)
H (-2.63, 1.24, 1.18)
H (-3.29, 0.12, 0.12)
H (-1.39, -2.92, -0.10)
H (0.14, -3.49, -0.94)
H (-0.58, -1.73, -1.16)
H (1.07, 0.32, -1.43)
H (0.51, 2.00, -0.86)
H (-0.98, -0.01, -0.78)

Tell me which of them is the least stable. Sure, it is one.

one | A cluster of 2 separate species, C3H12N2S in total, computed with the ωB97M-V functional and the def2-TZVPD basis.

Calculated values
- LUMO (alpha / beta): -4.1875 / -9.3356 eV
- 2S+1: 2
- Net charge: +1
- HOMO-LUMO gap (alpha / beta): 8.1 / 2.8 eV

Cartesian coordinates (Å):
C (-1.76, 1.09, 1.78)
C (-0.68, 0.47, 2.65)
S (0.94, 0.49, 1.88)
H (-2.03, 0.38, 0.93)
H (-2.63, 1.41, 2.37)
H (-1.55, 2.02, 1.24)
H (-1.07, -0.53, 2.83)
H (-0.61, 1.01, 3.61)
H (0.59, 0.89, 0.59)
N (0.06, -1.99, -2.21)
C (0.73, -0.72, -2.47)
N (0.00, 0.27, -3.29)
H (0.64, -2.78, -1.97)
H (-0.73, -1.93, -1.59)
H (1.72, -0.87, -2.91)
H (1.07, -0.35, -1.47)
H (-0.93, 0.26, -2.86)
H (0.00, -0.25, -4.18)

two | A cluster of 2 separate species, C3H12N2S in total, computed with the ωB97M-V functional and the def2-TZVPD basis.

Calculated values
- LUMO (alpha / beta): -3.7354 / -8.7685 eV
- 2S+1: 2
- Net charge: +1
- HOMO-LUMO gap (alpha / beta): 6.6 / 1.6 eV

Cartesian coordinates (Å):
C (-1.25, 2.01, 4.91)
S (-0.19, 0.94, 3.91)
C (-0.32, -0.68, 4.78)
H (-1.11, 1.87, 5.98)
H (-1.18, 3.08, 4.71)
H (-2.31, 1.71, 4.82)
H (-0.42, -0.54, 5.86)
H (0.23, -1.58, 4.52)
H (-1.31, -1.16, 4.58)
N (0.33, -2.16, -5.39)
C (1.18, -1.10, -5.78)
N (0.47, 0.11, -6.23)
H (0.48, -2.57, -4.50)
H (-0.09, -2.67, -6.15)
H (1.79, -1.19, -6.70)
H (1.84, -0.89, -4.93)
H (0.87, 0.50, -7.07)
H (0.57, 0.88, -5.58)

Tell me which of them is the least stable. Sure, it is one.

one | The molecule C3H5BrS, computed with the ωB97M-V functional and the def2-TZVPD basis.

Calculated values
- LUMO (alpha / beta): 0.5077 / 0.5079 eV
- Net charge: 0
- HOMO-LUMO gap (alpha / beta): 7.8 / 7.8 eV

Cartesian coordinates (Å):
C (0.73, -0.65, 0.33)
C (-0.70, -0.23, 0.45)
C (1.00, 0.53, -0.53)
S (-1.86, -0.78, -0.61)
Br (1.64, 2.13, 0.18)
H (1.41, -0.57, 1.21)
H (1.00, -1.69, -0.22)
H (-0.92, 0.40, 1.39)
H (0.57, 0.61, -1.60)
H (-2.88, 0.23, -0.61)

two | A cluster of 2 separate species, C3H5BrS in total, computed with the ωB97M-V functional and the def2-TZVPD basis.

Calculated values
- LUMO (alpha / beta): -0.4659 / -0.6001 eV
- Net charge: 0
- HOMO-LUMO gap (alpha / beta): 8.1 / 8.4 eV

Cartesian coordinates (Å):
C (0.62, -0.91, 0.03)
C (-0.08, -1.71, 0.93)
C (0.23, 0.47, -0.27)
S (1.44, -1.26, 1.63)
Br (-0.62, -3.46, 0.85)
H (0.81, -1.40, -0.90)
H (-1.52, -0.66, 1.88)
H (-0.75, 0.53, -0.70)
H (0.94, 0.87, -0.99)
H (0.46, 1.28, 0.58)

three | The molecule C3H5BrS, computed with the ωB97M-V functional and the def2-TZVPD basis.

Calculated values
- LUMO (alpha / beta): -0.1928 / -0.4356 eV
- Net charge: 0
- HOMO-LUMO gap (alpha / beta): 8.4 / 7.8 eV

Cartesian coordinates (Å):
C (0.15, 1.64, 1.09)
C (0.97, 0.38, -0.68)
C (-0.02, -0.76, -0.93)
S (0.50, 2.05, -0.55)
Br (2.88, -0.10, -0.21)
H (-0.92, 1.82, 1.45)
H (0.99, 1.71, 1.74)
H (-1.03, -0.51, -0.44)
H (0.22, -1.79, -0.67)
H (-0.05, -0.75, -2.02)

four | A cluster of 2 separate species, C3H5BrS in total, computed with the ωB97M-V functional and the def2-TZVPD basis.

Calculated values
- LUMO (alpha / beta): -1.8634 / -1.8631 eV
- Net charge: 0
- HOMO-LUMO gap (alpha / beta): 6.1 / 6.1 eV

Cartesian coordinates (Å):
C (-0.01, -0.98, -0.81)
C (0.75, -0.88, 0.32)
C (-0.37, 1.43, 0.27)
S (-1.57, -1.66, -1.00)
Br (-0.24, 1.74, 2.09)
H (0.47, -0.67, -1.81)
H (0.20, -1.29, 1.12)
H (1.84, -0.62, 0.43)
H (0.29, 1.79, -0.39)
H (-1.35, 1.12, -0.21)

Tell me which of them is the least stable. Sure, it is two.

one | The ion C5H10N with charge +1, computed with the ωB97M-V functional and the def2-TZVPD basis.

Calculated values
- LUMO (alpha / beta): -3.1827 / -5.9457 eV
- 2S+1: 3
- Net charge: +1
- HOMO-LUMO gap (alpha / beta): 8.8 / 10.3 eV

Cartesian coordinates (Å):
C (0.74, 1.60, 0.40)
C (-0.55, 0.68, -0.11)
C (1.62, 0.49, 0.00)
C (-2.00, 0.74, 0.08)
C (0.34, -1.65, 0.17)
N (0.44, -0.40, -0.52)
H (0.75, 2.67, 0.15)
H (2.42, 0.61, -0.83)
H (1.95, -0.15, 0.95)
H (-2.25, 1.16, 0.99)
H (-2.54, -0.15, -0.10)
H (-2.29, 1.44, -0.62)
H (-0.56, -2.22, 0.08)
H (0.88, -2.36, -0.40)
H (0.57, -1.79, 1.25)
H (0.50, -0.66, -1.50)

two | The ion C5H10N with charge +1, computed with the ωB97M-V functional and the def2-TZVPD basis.

Calculated values
- LUMO (alpha / beta): -3.5692 / -6.0402 eV
- 2S+1: 3
- Net charge: +1
- HOMO-LUMO gap (alpha / beta): 5.4 / 10.4 eV

Cartesian coordinates (Å):
C (-1.75, -0.82, 0.17)
C (-1.02, 1.00, -0.76)
C (-1.44, 0.53, 0.58)
C (-0.41, -0.36, -0.44)
C (1.91, 0.29, 0.37)
N (1.05, -0.77, -0.22)
H (-1.78, -1.55, 0.98)
H (-2.42, -1.05, -0.59)
H (-1.65, 1.03, -1.62)
H (-0.29, 1.71, -0.84)
H (-1.12, 0.88, 1.57)
H (1.46, 1.31, 0.48)
H (2.28, 0.01, 1.43)
H (2.77, 0.44, -0.29)
H (0.92, -1.57, 0.34)
H (1.51, -1.09, -1.16)

Tell me which of them is the least stable. Sure, it is two.